Entry 1:
{"formula": "C5H11N", "method": "the ωB97M-V functional and the def2-TZVPD basis", "smiles": "CC(C)=C(C)N", "homo_ev": -7.8, "lumo_ev": 0.92, "gap_ev": 8.6707, "e_above_lowest_kcal_mol": 44.3, "elements": ["C", "C", "C", "C", "C", "N", "H", "H", "H", "H", "H", "H", "H", "H", "H", "H", "H"], "positions_angstrom": [[-0.575, -0.275, 1.744], [0.016, -0.411, 0.340], [0.268, -1.773, -0.297], [0.312, 0.776, -0.326], [0.182, 0.663, -1.846], [0.409, 1.982, 0.356], [-1.110, 0.711, 1.785], [-1.209, -1.159, 1.940], [0.015, -0.276, 2.676], [1.347, -1.797, -0.595], [-0.101, -2.496, 0.318], [-0.213, -1.725, -1.250], [0.601, 1.514, -2.219], [-0.762, 0.261, -2.160], [0.758, -0.194, -2.210], [-0.526, 2.402, 0.440], [0.589, 1.797, 1.305]], "nbo_charge": [-0.664, -0.034, -0.641, 0.161, -0.662, -0.810, 0.199, 0.217, 0.212, 0.224, 0.212, 0.209, 0.223, 0.220, 0.217, 0.353, 0.364]}



Entry 2:
{"formula": "C5H11N", "method": "the ωB97M-V functional and the def2-TZVPD basis", "smiles": "CCCN1CC1", "homo_ev": -8.2, "lumo_ev": 1.15, "gap_ev": 9.3502, "e_above_lowest_kcal_mol": 66.8, "elements": ["C", "C", "C", "N", "C", "C", "H", "H", "H", "H", "H", "H", "H", "H", "H", "H", "H"], "positions_angstrom": [[-0.996, -0.508, -2.295], [-0.865, -0.129, -0.827], [0.596, -0.114, -0.399], [0.825, 0.187, 0.958], [0.570, -0.385, 2.187], [0.802, 1.257, 1.813], [-0.465, 0.209, -2.933], [-2.041, -0.534, -2.615], [-0.564, -1.498, -2.483], [-1.306, 0.860, -0.647], [-1.407, -0.842, -0.191], [1.173, 0.617, -0.975], [1.053, -1.099, -0.559], [-0.403, -0.496, 2.671], [1.256, -1.237, 2.427], [0.063, 2.071, 1.595], [1.709, 1.640, 2.274]], "nbo_charge": [-0.606, -0.411, -0.191, -0.458, -0.228, -0.186, 0.202, 0.212, 0.202, 0.196, 0.200, 0.196, 0.189, 0.164, 0.178, 0.169, 0.172]}



Entry 3:
{"formula": "C5H11N", "method": "the ωB97M-V functional and the def2-TZVPD basis", "smiles": "C[C@H]1NC1(C)C", "homo_ev": -9.0, "lumo_ev": 1.09, "gap_ev": 10.0461, "e_above_lowest_kcal_mol": 20.1, "elements": ["C", "C", "N", "C", "C", "C", "H", "H", "H", "H", "H", "H", "H", "H", "H", "H", "H"], "positions_angstrom": [[-1.120, -0.484, -1.730], [-1.066, -0.254, -0.234], [-0.406, -1.236, 0.585], [0.181, 0.102, 0.514], [1.571, 0.219, -0.146], [0.054, 0.922, 1.770], [-0.152, -0.860, -2.088], [-1.316, 0.449, -2.247], [-1.883, -1.237, -1.966], [-1.970, 0.169, 0.191], [0.109, -1.856, -0.003], [1.814, 1.263, -0.389], [2.332, -0.172, 0.535], [1.677, -0.391, -1.079], [0.820, 0.605, 2.500], [0.251, 1.950, 1.528], [-0.897, 0.810, 2.260]], "nbo_charge": [-0.623, -0.068, -0.598, 0.083, -0.623, -0.604, 0.201, 0.216, 0.215, 0.190, 0.342, 0.215, 0.214, 0.207, 0.208, 0.206, 0.219]}



Entry 4:
{"formula": "C5H11N", "method": "the ωB97M-V functional and the def2-TZVPD basis", "homo_ev": -6.6, "lumo_ev": 0.69, "gap_ev": 7.3148, "e_above_lowest_kcal_mol": 123.2, "elements": ["C", "C", "C", "N", "C", "C", "H", "H", "H", "H", "H", "H", "H", "H", "H", "H", "H"], "positions_angstrom": [[-0.148, 1.526, -0.491], [-0.085, 0.267, 1.586], [-1.194, -1.013, -0.579], [0.068, 0.215, 0.128], [1.321, -0.436, -0.304], [1.153, -1.551, -0.976], [2.208, 0.121, 0.007], [2.033, -2.094, -1.331], [-0.026, 1.427, -1.568], [-1.158, 1.879, -0.267], [0.081, -0.731, 1.989], [0.568, 2.266, -0.120], [-1.094, 0.602, 1.839], [0.633, 0.957, 2.038], [-1.154, -1.985, -0.109], [-1.200, -1.046, -1.658], [-2.006, -0.404, -0.185]], "nbo_charge": [-0.421, -0.421, -0.335, -0.293, -0.270, -0.490, 0.179, 0.162, 0.230, 0.203, 0.230, 0.209, 0.203, 0.209, 0.230, 0.230, 0.144]}



Repeat the third record exactly.
{"formula": "C5H11N", "method": "the ωB97M-V functional and the def2-TZVPD basis", "smiles": "C[C@H]1NC1(C)C", "homo_ev": -9.0, "lumo_ev": 1.09, "gap_ev": 10.0461, "e_above_lowest_kcal_mol": 20.1, "elements": ["C", "C", "N", "C", "C", "C", "H", "H", "H", "H", "H", "H", "H", "H", "H", "H", "H"], "positions_angstrom": [[-1.120, -0.484, -1.730], [-1.066, -0.254, -0.234], [-0.406, -1.236, 0.585], [0.181, 0.102, 0.514], [1.571, 0.219, -0.146], [0.054, 0.922, 1.770], [-0.152, -0.860, -2.088], [-1.316, 0.449, -2.247], [-1.883, -1.237, -1.966], [-1.970, 0.169, 0.191], [0.109, -1.856, -0.003], [1.814, 1.263, -0.389], [2.332, -0.172, 0.535], [1.677, -0.391, -1.079], [0.820, 0.605, 2.500], [0.251, 1.950, 1.528], [-0.897, 0.810, 2.260]], "nbo_charge": [-0.623, -0.068, -0.598, 0.083, -0.623, -0.604, 0.201, 0.216, 0.215, 0.190, 0.342, 0.215, 0.214, 0.207, 0.208, 0.206, 0.219]}



Q: What is the formula in the first record?
A: C5H11N



Repeat the third record exactly.
{"formula": "C5H11N", "method": "the ωB97M-V functional and the def2-TZVPD basis", "smiles": "C[C@H]1NC1(C)C", "homo_ev": -9.0, "lumo_ev": 1.09, "gap_ev": 10.0461, "e_above_lowest_kcal_mol": 20.1, "elements": ["C", "C", "N", "C", "C", "C", "H", "H", "H", "H", "H", "H", "H", "H", "H", "H", "H"], "positions_angstrom": [[-1.120, -0.484, -1.730], [-1.066, -0.254, -0.234], [-0.406, -1.236, 0.585], [0.181, 0.102, 0.514], [1.571, 0.219, -0.146], [0.054, 0.922, 1.770], [-0.152, -0.860, -2.088], [-1.316, 0.449, -2.247], [-1.883, -1.237, -1.966], [-1.970, 0.169, 0.191], [0.109, -1.856, -0.003], [1.814, 1.263, -0.389], [2.332, -0.172, 0.535], [1.677, -0.391, -1.079], [0.820, 0.605, 2.500], [0.251, 1.950, 1.528], [-0.897, 0.810, 2.260]], "nbo_charge": [-0.623, -0.068, -0.598, 0.083, -0.623, -0.604, 0.201, 0.216, 0.215, 0.190, 0.342, 0.215, 0.214, 0.207, 0.208, 0.206, 0.219]}



Copy entry 1 word for word.
{"formula": "C5H11N", "method": "the ωB97M-V functional and the def2-TZVPD basis", "smiles": "CC(C)=C(C)N", "homo_ev": -7.8, "lumo_ev": 0.92, "gap_ev": 8.6707, "e_above_lowest_kcal_mol": 44.3, "elements": ["C", "C", "C", "C", "C", "N", "H", "H", "H", "H", "H", "H", "H", "H", "H", "H", "H"], "positions_angstrom": [[-0.575, -0.275, 1.744], [0.016, -0.411, 0.340], [0.268, -1.773, -0.297], [0.312, 0.776, -0.326], [0.182, 0.663, -1.846], [0.409, 1.982, 0.356], [-1.110, 0.711, 1.785], [-1.209, -1.159, 1.940], [0.015, -0.276, 2.676], [1.347, -1.797, -0.595], [-0.101, -2.496, 0.318], [-0.213, -1.725, -1.250], [0.601, 1.514, -2.219], [-0.762, 0.261, -2.160], [0.758, -0.194, -2.210], [-0.526, 2.402, 0.440], [0.589, 1.797, 1.305]], "nbo_charge": [-0.664, -0.034, -0.641, 0.161, -0.662, -0.810, 0.199, 0.217, 0.212, 0.224, 0.212, 0.209, 0.223, 0.220, 0.217, 0.353, 0.364]}